Computed, not measured: a 8-piece molecular cluster, C32H65FNO29S7 overall in a non-equilibrium geometry, with the ωB97M-V functional and the def2-TZVPD basis.

Each atom is followed by the atoms it is bonded to, with distances in Å.
Element x y z (Å)
1 C 4.54597 -1.69064 0.18314  C2 1.532, H22 1.089, H23 1.092, H24 1.092
2 C 4.42313 -0.23348 -0.27350  C1 1.532, C3 1.540, H25 1.098, H26 1.092
3 C 2.97620 0.29306 -0.26093  C2 1.540, C4 1.528, H27 1.090, H28 1.099
4 C 2.81039 1.52475 -1.15052  C3 1.528, C5 1.536, H29 1.095, H30 1.096
5 C 1.34934 1.96887 -1.31216  C4 1.536, C6 1.543, H31 1.084, H32 1.094
6 C 0.71459 1.36307 -2.58087  C5 1.543, C7 1.539, H33 1.098, H34 1.090
7 C -0.74991 0.91914 -2.41625  C6 1.539, N8 1.513, C12 1.545, H35 1.093
8 N -1.32492 0.86297 -3.81458  C7 1.513, C9 1.500, H36 1.019, H37 1.020
9 C -0.70123 -0.20692 -4.66023  N8 1.500, C10 1.527, H38 1.093, H39 1.087
10 C -0.60722 -1.55814 -3.95583  C9 1.527, C11 1.539, H40 1.091, H41 1.090
11 C -0.20795 -1.51456 -2.47033  C10 1.539, C12 1.538, H42 1.090, H43 1.092
12 C -0.99838 -0.43424 -1.71385  C7 1.545, C11 1.538, C13 1.543, C17 1.562
13 C -0.61644 -0.40294 -0.21876  C12 1.543, C14 1.551, H44 1.090, H45 1.090
14 C -1.40845 0.62933 0.62604  C13 1.551, C15 1.523, H46 1.092, H47 1.094
15 C -0.58179 1.29915 1.71559  C14 1.523, F16 1.407, H48 1.089, H49 1.090
16 F -1.47203 1.80223 2.68202  C15 1.407
17 C -2.51318 -0.80744 -1.78776  C12 1.562, C18 1.531, H50 1.098, H51 1.095
18 C -2.87485 -2.18437 -1.22561  C17 1.531, C19 1.538, H52 1.089, H53 1.092
19 C -4.38507 -2.42031 -1.39533  C18 1.538, O20 1.415, H54 1.093, H55 1.101
20 O -5.16850 -1.52571 -0.62892  C19 1.415, C21 1.409
21 C -5.21995 -1.91377 0.72492  O20 1.409, H56 1.097, H57 1.095, H58 1.091
22 H 3.72356 -2.02074 0.81522  C1 1.089
23 H 5.46576 -1.84288 0.75112  C1 1.092
24 H 4.60799 -2.37320 -0.66759  C1 1.092
25 H 4.74016 -0.19646 -1.32369  C2 1.098
26 H 5.08240 0.45262 0.26266  C2 1.092
27 H 2.68575 0.47648 0.77401  C3 1.090
28 H 2.37168 -0.51361 -0.69920  C3 1.099
29 H 3.31341 1.35746 -2.10834  C4 1.095
30 H 3.36431 2.34934 -0.68637  C4 1.096
31 H 0.75907 1.78696 -0.42146  C5 1.084
32 H 1.37645 3.05400 -1.44678  C5 1.094
33 H 0.72285 2.15324 -3.34299  C6 1.098
34 H 1.35728 0.58071 -2.98384  C6 1.090
35 H -1.29028 1.72562 -1.91433  C7 1.093
36 H -2.34238 0.80538 -3.80620  N8 1.019
37 H -1.11578 1.75477 -4.26235  N8 1.020
38 H -1.35246 -0.33705 -5.52798  C9 1.093
39 H 0.24766 0.12479 -5.07503  C9 1.087
40 H 0.17505 -2.11873 -4.46980  C10 1.091
41 H -1.51180 -2.15189 -4.08944  C10 1.090
42 H -0.40908 -2.49896 -2.04803  C11 1.090
43 H 0.86287 -1.35676 -2.32643  C11 1.092
44 H 0.45678 -0.23751 -0.11898  C13 1.090
45 H -0.79380 -1.38018 0.22953  C13 1.090
46 H -1.88853 1.40718 0.02853  C14 1.092
47 H -2.21292 0.09496 1.14058  C14 1.094
48 H 0.10046 0.61431 2.21719  C15 1.089
49 H -0.04445 2.17744 1.35658  C15 1.090
50 H -2.87157 -0.82046 -2.82573  C17 1.098
51 H -3.12056 -0.04558 -1.28813  C17 1.095
52 H -2.67305 -2.28199 -0.15957  C18 1.089
53 H -2.40203 -3.00116 -1.77440  C18 1.092
54 H -4.67379 -2.41237 -2.44967  C19 1.093
55 H -4.58135 -3.44815 -1.05285  C19 1.101
56 H -4.23224 -1.94819 1.19989  C21 1.097
57 H -5.73284 -2.86957 0.87748  C21 1.095
58 H -5.78231 -1.14846 1.26251  C21 1.091
59 C 1.20190 -0.51419 5.50918  C60 1.515, O65 1.436, H66 1.092, H67 1.086
60 C 1.23412 -2.02468 5.39934  C59 1.515, O61 1.439, H68 1.086, H69 1.091
61 O 1.48925 -2.26452 4.00364  C60 1.439, S62 1.599
62 S 2.41954 -1.09659 3.43038  O61 1.599, O63 1.417, O64 1.427, O65 1.583
63 O 3.76714 -1.53514 3.40805  S62 1.417
64 O 1.79279 -0.57024 2.26141  S62 1.427
65 O 2.23226 -0.06443 4.61550  C59 1.436, S62 1.583
66 H 0.24843 -0.10778 5.16429  C59 1.092
67 H 1.40162 -0.15973 6.51633  C59 1.086
68 H 0.29899 -2.49065 5.69721  C60 1.086
69 H 2.05474 -2.45306 5.97738  C60 1.091
70 C -1.48872 5.65922 -5.11106  C71 1.515, O76 1.442, H77 1.091, H78 1.086
71 C -1.12681 6.15644 -6.49522  C70 1.515, O72 1.440, H79 1.086, H80 1.091
72 O 0.03322 5.38386 -6.85740  C71 1.440, S73 1.584
73 S -0.06345 3.93456 -6.22438  O72 1.584, O74 1.420, O75 1.419, O76 1.608
74 O -0.57873 3.02095 -7.18111  S73 1.420
75 O 1.12935 3.65671 -5.50687  S73 1.419
76 O -1.23558 4.24039 -5.16639  C70 1.442, S73 1.608
77 H -0.84284 6.09282 -4.34640  C70 1.091
78 H -2.52812 5.84603 -4.85696  C70 1.086
79 H -0.89208 7.21617 -6.51333  C71 1.086
80 H -1.91617 5.94572 -7.21831  C71 1.091
81 C -3.53350 0.06602 4.85843  C82 1.509, O87 1.432, H88 1.092, H89 1.087
82 C -4.91102 -0.38471 4.43710  C81 1.509, O83 1.432, H90 1.087, H91 1.092
83 O -5.03213 -1.70665 4.97478  C82 1.432, S84 1.607
84 S -4.22648 -1.79543 6.36221  O83 1.607, O85 1.416, O86 1.418, O87 1.605
85 O -5.12707 -1.61257 7.43900  S84 1.416
86 O -3.35531 -2.91230 6.29369  S84 1.418
87 O -3.36850 -0.45057 6.18371  C81 1.432, S84 1.605
88 H -2.76604 -0.37149 4.21585  C81 1.092
89 H -3.42959 1.14755 4.85915  C81 1.087
90 H -5.00707 -0.39987 3.35494  C82 1.087
91 H -5.69940 0.23294 4.87157  C82 1.092
92 C -0.36144 -6.63315 -5.85588  C93 1.514, O98 1.436, H99 1.091, H100 1.086
93 C 0.22770 -5.24071 -5.93093  C92 1.514, O94 1.439, H101 1.086, H102 1.092
94 O -0.52236 -4.48868 -4.96016  C93 1.439, S95 1.606
95 S -0.93345 -5.44901 -3.74026  O94 1.606, O96 1.419, O97 1.419, O98 1.591
96 O -0.00116 -5.26578 -2.68648  S95 1.419
97 O -2.33198 -5.31930 -3.53553  S95 1.419
98 O -0.62518 -6.83471 -4.45848  C92 1.436, S95 1.591
99 H -1.30699 -6.69950 -6.39636  C92 1.091
100 H 0.31913 -7.39639 -6.22171  C92 1.086
101 H 0.12735 -4.79275 -6.91541  C93 1.086
102 H 1.27768 -5.23337 -5.63208  C93 1.092
103 C 5.11573 4.12984 4.22597  C104 1.512, O109 1.440, H110 1.093, H111 1.092
104 C 4.14009 5.23676 3.89714  C103 1.512, O105 1.439, H112 1.086, H113 1.092
105 O 2.87932 4.56276 3.72966  C104 1.439, S106 1.602
106 S 2.81578 3.29972 4.71244  O105 1.602, O107 1.420, O108 1.421, O109 1.592
107 O 2.09861 3.65164 5.88613  S106 1.420
108 O 2.45387 2.15147 3.95773  S106 1.421
109 O 4.36638 3.23486 5.06866  C103 1.440, S106 1.592
110 H 5.41621 3.58333 3.32822  C103 1.093
111 H 6.00267 4.49274 4.74886  C103 1.092
112 H 4.40243 5.77364 2.99011  C104 1.086
113 H 4.04324 5.94334 4.72350  C104 1.092
114 C 10.77609 4.07129 4.57152  C115 1.514, O120 1.437, H121 1.091, H122 1.086
115 C 10.84079 4.73572 5.93028  C114 1.514, O116 1.437, H123 1.086, H124 1.091
116 O 9.91876 5.83345 5.82821  C115 1.437, S117 1.592
117 S 8.71487 5.43688 4.86556  O116 1.592, O118 1.425, O119 1.417, O120 1.596
118 O 7.60888 4.99882 5.64923  S117 1.425
119 O 8.55743 6.44918 3.88683  S117 1.417
120 O 9.38888 4.15042 4.20324  C114 1.437, S117 1.596
121 H 11.35991 4.61669 3.82844  C114 1.091
122 H 11.09860 3.03439 4.59631  C114 1.086
123 H 11.83367 5.10026 6.17566  C115 1.086
124 H 10.49212 4.06850 6.72051  C115 1.091
125 C -8.29986 -4.17728 -1.00761  C126 1.514, O131 1.430, H132 1.093, H133 1.087
126 C -7.74041 -3.99559 -2.40215  C125 1.514, O127 1.430, H134 1.086, H135 1.093
127 O -7.86104 -5.28502 -3.00828  C126 1.430, S128 1.606
128 S -9.16592 -6.02818 -2.43908  O127 1.606, O129 1.417, O130 1.416, O131 1.605
129 O -10.23611 -5.84703 -3.34980  S128 1.417
130 O -8.78070 -7.31080 -1.97977  S128 1.416
131 O -9.41019 -5.06193 -1.18104  C125 1.430, S128 1.605
132 H -7.57553 -4.65875 -0.34598  C125 1.093
133 H -8.62944 -3.24171 -0.56334  C125 1.087
134 H -6.70309 -3.67455 -2.40089  C126 1.086
135 H -8.33812 -3.28766 -2.98116  C126 1.093

Output
**Maximum force**: 0.0272 hartree/bohr
**HOMO-LUMO gap**: 10.0 eV
**HOMO energy**: -0.4549 hartree
**Total charge**: +1
**E_tot**: -173657.41454 eV
**LUMO energy**: -2.42 eV

---

Computed, not measured: one molecule with the formula C7H8 in a non-equilibrium geometry, with the ωB97M-V functional and the def2-TZVPD basis.

Each atom is followed by the atoms it is bonded to, with distances in Å.
Element x y z (Å)
1 C -0.48085 -0.72375 -0.22157  C2 1.632, C3 1.460, C4 1.338, C5 1.481
2 C -2.07550 -0.85921 -0.54055  C1 1.632, C3 1.290
3 C -1.58086 0.21579 -0.02650  C1 1.460, C2 1.290, C6 1.444
4 C 0.80749 -0.65521 -0.57730  C1 1.338, C5 1.451, C7 1.466
5 C 0.46506 -1.69319 0.37665  C1 1.481, C4 1.451, H8 1.101, H9 1.033
6 C -1.61744 1.42270 0.76596  C3 1.444, H10 1.121, H11 1.105, H12 1.078
7 C 1.89945 0.22978 -0.99445  C4 1.466, H13 1.149, H14 1.032, H15 1.069
8 H 0.88357 -1.69606 1.39554  C5 1.101
9 H 0.34006 -2.66127 0.03820  C5 1.033
10 H -2.61252 1.63776 1.23404  C6 1.121
11 H -1.54168 2.36381 0.19116  C6 1.105
12 H -0.88615 1.19418 1.52469  C6 1.078
13 H 2.75596 -0.35863 -1.48462  C7 1.149
14 H 2.29044 0.62539 -0.12566  C7 1.032
15 H 1.35296 0.95790 -1.55560  C7 1.069

Output
**Maximum force**: 0.0560 hartree/bohr
**HOMO-LUMO gap**: 8.7 eV
**ΔE to the lowest compared entry with this formula, charge and spin**: 163.71 kcal per mole
**HOMO energy**: -0.3172 hartree
**E_tot**: -7381.64797 eV
**LUMO energy**: 0.10 eV

---

Computed, not measured: a 2-piece molecular cluster, C5H9FO4 overall, with the ωB97M-V functional and the def2-TZVPD basis.

Each atom is followed by the atoms it is bonded to, with distances in Å.
Element x y z (Å)
1 C 0.35103 3.92436 -0.62861  O2 1.418, H7 1.088, H8 1.095, H9 1.089
2 O 0.69030 3.19380 0.53801  C1 1.418, C3 1.353
3 C 0.31031 1.89671 0.59881  O2 1.353, O4 1.349, C5 1.333
4 O -0.54920 1.45220 -0.34137  C3 1.349, H10 0.978
5 C 0.80996 1.15364 1.58628  C3 1.333, F6 1.365, H11 1.073
6 F 0.44787 -0.15503 1.72536  C5 1.365
7 H -0.66698 3.71318 -0.94812  C1 1.088
8 H 1.04360 3.68736 -1.44336  C1 1.095
9 H 0.45316 4.97405 -0.35534  C1 1.089
10 H -0.86310 0.55354 -0.11506  O4 0.978
11 H 1.47317 1.50176 2.35402  C5 1.073
12 C 0.26112 -3.86760 -0.81565  O13 1.413, H16 1.093, H17 1.093, H18 1.089
13 O -0.28907 -2.57186 -0.68810  C12 1.413, C14 1.323
14 C -1.28851 -2.35300 0.15077  O13 1.323, O15 1.194, H19 1.109
15 O -1.75071 -1.26349 0.30742  C14 1.194
16 H -0.49581 -4.64059 -0.66244  C12 1.093
17 H 1.07186 -3.99788 -0.09403  C12 1.093
18 H 0.66317 -3.93907 -1.82552  C12 1.089
19 H -1.67217 -3.26209 0.65696  C14 1.109

Output
**Maximum force**: 0.0124 hartree/bohr
**HOMO-LUMO gap**: 8.6 eV
**ΔE to the lowest compared entry with this formula, charge and spin**: 0.00 kcal per mole
**HOMO energy**: -0.2865 hartree
**E_tot**: -16236.62801 eV
**LUMO energy**: 0.78 eV
**SMILES string**: CO/C(O)=C/F.COC=O

---

Computed, not measured: a 2-piece molecular cluster, C4H10O3 overall, with the ωB97M-V functional and the def2-TZVPD basis.

Each atom is followed by the atoms it is bonded to, with distances in Å.
Element x y z (Å)
1 C 3.20722 0.26924 0.22296  C2 1.495, H4 1.089, H5 1.089, H6 1.087
2 C 1.96506 -0.06934 -0.53611  C1 1.495, O3 1.201, H7 1.105
3 O 1.82390 -1.03143 -1.24085  C2 1.201
4 H 3.55426 1.25584 -0.07890  C1 1.089
5 H 2.96702 0.31492 1.28370  C1 1.089
6 H 3.98548 -0.46922 0.04892  C1 1.087
7 H 1.14403 0.65627 -0.39110  C2 1.105
8 C -1.38644 -1.57948 -0.24792  O9 1.409, H12 1.095, H13 1.093, H14 1.088
9 O -1.34123 -0.63342 0.79497  C8 1.409, O10 1.422
10 O -1.18787 0.68481 0.28405  O9 1.422, C11 1.406
11 C -2.40781 1.38176 0.33097  O10 1.406, H15 1.089, H16 1.095, H17 1.093
12 H -2.24936 -1.41986 -0.90276  C8 1.095
13 H -0.46659 -1.57368 -0.83752  C8 1.093
14 H -1.48980 -2.53191 0.26875  C8 1.088
15 H -2.16639 2.37566 -0.04160  C11 1.089
16 H -3.16491 0.92166 -0.31185  C11 1.095
17 H -2.78658 1.44818 1.35430  C11 1.093

Output
**Maximum force**: 0.0185 hartree/bohr
**HOMO-LUMO gap**: 10.7 eV
**ΔE to the lowest compared entry with this formula, charge and spin**: 100.14 kcal per mole
**HOMO energy**: -0.3571 hartree
**E_tot**: -10448.90135 eV
**LUMO energy**: 1.02 eV
**SMILES string**: CC=O.COOC

---

Computed, not measured: a 2-piece molecular cluster, C6H9O2 overall in a non-equilibrium geometry, with the ωB97M-V functional and the def2-TZVPD basis.

Each atom is followed by the atoms it is bonded to, with distances in Å.
Element x y z (Å)
1 O -2.73762 -0.66712 -1.00396  C2 1.224
2 C -2.50136 -0.06261 0.03335  O1 1.224, O3 1.233, C4 1.647
3 O -3.13565 0.22650 1.05053  C2 1.233
4 C -0.98811 0.58619 0.07075  C2 1.647, C5 1.415, H9 1.098, H10 1.101
5 C 0.01036 -0.29302 -0.41175  C4 1.415, C6 1.478, H11 1.099
6 C 1.42814 0.12209 -0.36030  C5 1.478, C7 1.389, C8 1.368
7 C 1.65675 1.20059 -1.20480  C6 1.389, H13 1.062, H14 1.093
8 C 2.28489 -0.60432 0.42138  C6 1.368, H15 1.089, H16 1.079
9 H -0.75990 0.89683 1.09865  C4 1.098
10 H -1.08808 1.53035 -0.48650  C4 1.101
11 H -0.23680 -0.67369 -1.41246  C5 1.099
12 H -1.10653 -1.52222 2.00609  H17 0.752
13 H 2.59499 1.54734 -1.56084  C7 1.062
14 H 0.91015 1.49458 -1.94689  C7 1.093
15 H 3.34143 -0.34421 0.47417  C8 1.089
16 H 1.98774 -1.44805 1.02420  C8 1.079
17 H -1.66039 -1.98923 2.20837  H12 0.752

Output
**Maximum force**: 0.0772 hartree/bohr
**HOMO-LUMO gap**: 5.3 eV
**ΔE to the lowest compared entry with this formula, charge and spin**: 121.64 kcal per mole
**HOMO energy**: -0.1158 hartree
**Total charge**: -1
**E_tot**: -10458.74279 eV
**LUMO energy**: 2.18 eV

---

Computed, not measured: one molecule with the formula C6H8Br2F3P in a non-equilibrium geometry, with the ωB97M-V functional and the def2-TZVPD basis.

Each atom is followed by the atoms it is bonded to, with distances in Å.
Element x y z (Å)
1 C 2.73576 -0.16785 1.22093  C2 1.494, H13 1.082, H14 1.080, H15 1.085
2 C 2.24057 0.71620 0.12268  C1 1.494, Br3 1.904, C4 1.343
3 Br 3.20354 2.34900 -0.05958  C2 1.904
4 C 1.24136 0.39735 -0.71617  C2 1.343, Br5 1.895, P6 1.828
5 Br 0.74309 1.53273 -2.14864  C4 1.895
6 P 0.41613 -1.23263 -0.64808  C4 1.828, C7 1.845, H16 1.408
7 C -1.35468 -0.92522 -1.06625  P6 1.845, C8 1.533, H17 1.082, H18 1.081
8 C -2.29105 -0.58706 0.09939  C7 1.533, C9 1.515, H19 1.084, H20 1.082
9 C -2.28468 0.85418 0.56664  C8 1.515, F10 1.352, F11 1.361, F12 1.340
10 F -1.55313 1.02030 1.69163  C9 1.352
11 F -3.55100 1.24777 0.87297  C9 1.361
12 F -1.82729 1.71647 -0.35118  C9 1.340
13 H 3.29561 0.43378 1.92532  C1 1.082
14 H 1.93086 -0.64487 1.76088  C1 1.080
15 H 3.42024 -0.90031 0.80523  C1 1.085
16 H 0.34192 -1.52205 0.72826  P6 1.408
17 H -1.71183 -1.85433 -1.49096  C7 1.082
18 H -1.42517 -0.16770 -1.83489  C7 1.081
19 H -3.30846 -0.79407 -0.21209  C8 1.084
20 H -2.11415 -1.21189 0.96484  C8 1.082

Output
**Maximum force**: 0.0248 hartree/bohr
**HOMO-LUMO gap**: 9.0 eV
**ΔE to the lowest compared entry with this formula, charge and spin**: 0.00 kcal per mole
**HOMO energy**: -0.3143 hartree
**E_tot**: -163877.64426 eV
**LUMO energy**: 0.48 eV
**SMILES string**: C/C(Br)=C(/Br)PCCC(F)(F)F